Record 1
The following is a quantum chemistry calculation of one molecule with the formula C10H14O6, from the OMol25 dataset.

CARTESIAN COORDINATES (ANGSTROEM)
1 O 2.162 -2.424 -0.080
2 O -1.716 -2.212 -1.751
3 O 3.117 0.318 -1.937
4 O -2.141 -2.214 1.697
5 O 1.407 1.801 -0.204
6 O -1.030 0.272 0.011
7 C 2.519 -1.744 -1.036
8 C -1.874 -2.634 -0.594
9 C 2.612 -0.294 -1.007
10 C -2.128 -1.761 0.524
11 C 2.999 0.691 1.249
12 C -2.881 0.488 1.541
13 C 0.383 1.902 -1.199
14 C -0.978 1.563 -0.599
15 C 1.960 0.477 0.138
16 C -2.321 -0.258 0.290
17 H 2.767 -2.300 -1.948
18 H -1.785 -3.701 -0.426
19 H 2.476 1.077 2.143
20 H 3.459 -0.269 1.458
21 H 3.792 1.394 0.962
22 H -3.753 -0.023 1.939
23 H -2.114 0.537 2.339
24 H -3.154 1.508 1.348
25 H 0.584 1.180 -1.996
26 H 0.375 2.913 -1.577
27 H -1.235 2.325 0.111
28 H -1.678 1.651 -1.421
29 H 1.162 -0.151 0.573
30 H -2.987 -0.116 -0.546

Computed properties:
Frontier orbital gap: 8.40 eV
Structure (SMILES): C[C@@H](OCCO[C@H](C)C(=O)C=O)C(=O)C=O
Total energy: -22878.7384 eV
Energy relative to the best compared isomer or geometry (same formula, charge and spin): 12.9 kcal per mole

***

Record 2
The following is a quantum chemistry calculation of C10H15BiClI2N2O2P as an isolated structure, from the OMol25 dataset.

CARTESIAN COORDINATES (ANGSTROEM)
1 I 3.964 1.224 -2.315
2 I 3.467 -0.422 1.712
3 Bi 1.750 0.395 -0.683
4 P 1.223 -2.372 -1.395
5 C 1.379 -3.894 -0.408
6 C -0.093 -2.854 -2.574
7 H 2.657 -1.675 -3.234
8 H 2.713 -3.450 -2.933
9 H 3.606 -2.330 -1.848
10 C 2.709 -2.459 -2.466
11 H -0.323 -2.010 -3.236
12 H 0.245 -3.711 -3.172
13 H 1.638 -4.723 -1.083
14 H 0.420 -4.103 0.085
15 H -0.998 -3.136 -2.021
16 H 2.169 -3.758 0.340
17 C 0.599 -1.353 1.388
18 O 0.362 -1.904 2.357
19 Cl 0.166 0.496 -2.750
20 N -2.256 4.455 3.599
21 C -1.201 3.746 3.070
22 O -0.055 3.879 3.482
23 C -1.528 2.883 1.887
24 C -2.688 3.024 1.101
25 C -2.857 2.174 0.001
26 C -1.831 1.266 -0.303
27 N -0.692 1.183 0.397
28 C -0.568 1.930 1.510
29 H -2.085 4.945 4.465
30 H -3.200 4.134 3.438
31 H -3.422 3.789 1.351
32 H -3.732 2.219 -0.648
33 H -1.901 0.616 -1.179
34 H 0.362 1.796 2.066

Computed properties:
Frontier orbital gap (alpha / beta): 3.66 / 4.28 eV
Net charge: +2
Total energy: -61524.0624 eV
Energy relative to the best compared isomer or geometry (same formula, charge and spin): 37.3 kcal per mole

***

Record 3
The following is a quantum chemistry calculation of C10H15Cl2NSTi as an isolated structure, from the OMol25 dataset.

CARTESIAN COORDINATES (ANGSTROEM)
1 Ti -0.666 -0.392 -0.357
2 Cl -2.109 0.484 1.196
3 Cl -0.461 -1.028 -2.513
4 C -1.014 1.952 -1.768
5 H -1.389 1.412 -2.637
6 H -1.542 2.863 -1.445
7 C 0.907 -0.848 0.557
8 C 0.245 1.747 -1.260
9 H 0.909 -1.830 1.045
10 C 0.704 2.798 -0.256
11 H 1.076 1.231 -1.797
12 C 2.052 2.494 0.407
13 H 0.830 3.754 -0.810
14 H -0.085 2.951 0.500
15 C 2.064 1.274 1.338
16 H 2.768 2.333 -0.409
17 H 2.379 3.388 0.967
18 C 2.195 -0.103 0.597
19 H 2.920 1.413 2.021
20 H 1.145 1.272 1.942
21 H 2.479 0.097 -0.439
22 H 3.053 -0.609 1.064
23 S -2.443 -4.274 1.558
24 C -3.114 -4.103 -0.042
25 C -2.540 -3.030 -0.698
26 N -1.575 -2.358 0.051
27 C -1.415 -2.907 1.282
28 H -3.879 -4.753 -0.462
29 H -2.772 -2.688 -1.696
30 H -0.725 -2.540 2.065

Computed properties:
Frontier orbital gap (alpha / beta): 4.48 / 4.75 eV
Net charge: -1
Total energy: -71099.8076 eV
Energy relative to the best compared isomer or geometry (same formula, charge and spin): 0.0 kcal per mole
2S+1: 2

***

Record 4
The following is a quantum chemistry calculation of C10H15Cl3N2NaS as an isolated structure, from the OMol25 dataset.

CARTESIAN COORDINATES (ANGSTROEM)
1 Na 0.117 0.370 0.881
2 Cl 2.242 0.272 -0.788
3 C 2.724 1.931 -0.528
4 C 4.081 2.174 -0.401
5 C 4.537 3.463 -0.194
6 C 3.614 4.494 -0.113
7 C 2.260 4.233 -0.241
8 Cl 1.187 5.598 -0.123
9 C 1.727 2.936 -0.464
10 S 0.035 2.619 -0.642
11 H 4.775 1.344 -0.464
12 H 5.596 3.663 -0.092
13 H 3.939 5.513 0.057
14 N -2.236 0.089 -0.022
15 C -3.278 -0.952 -0.062
16 C -2.822 -2.153 -0.904
17 C -2.435 -3.382 -0.076
18 C -1.247 -3.196 0.864
19 N -0.019 -2.804 0.157
20 H -2.528 0.860 0.571
21 H -2.106 0.482 -0.950
22 H -4.217 -0.561 -0.463
23 H -3.478 -1.279 0.962
24 H -1.965 -1.839 -1.505
25 H -3.618 -2.446 -1.594
26 H -2.243 -4.224 -0.753
27 H -3.293 -3.670 0.542
28 H -1.120 -4.119 1.441
29 H -1.468 -2.415 1.593
30 H 0.308 -3.557 -0.436
31 H 0.714 -2.622 0.835
32 Cl 0.215 -0.825 2.913

Computed properties:
Frontier orbital gap: 6.62 eV
Net charge: -1
Total energy: -66417.7513 eV
Energy relative to the best compared isomer or geometry (same formula, charge and spin): 0.0 kcal per mole

***

Record 5
The following is a quantum chemistry calculation of an isolated ion of composition C10H15ClNOS and charge +1, from the OMol25 dataset.

CARTESIAN COORDINATES (ANGSTROEM)
1 O -2.963 -2.358 0.387
2 H -3.001 -3.318 0.434
3 C -2.053 -1.945 -0.616
4 C -2.332 -0.457 -0.840
5 N -2.508 0.169 0.499
6 H -3.003 -0.575 1.028
7 C -1.263 0.555 1.214
8 C -0.733 1.909 0.766
9 H 0.045 2.237 1.452
10 H -1.521 2.660 0.746
11 S -0.015 1.885 -0.928
12 C 1.515 1.033 -0.584
13 C 1.751 -0.204 -1.165
14 C 2.943 -0.861 -0.921
15 C 3.893 -0.276 -0.092
16 C 3.660 0.970 0.478
17 C 2.473 1.629 0.223
18 H 2.300 2.610 0.640
19 H 4.411 1.426 1.103
20 Cl 5.372 -1.096 0.223
21 H 3.140 -1.819 -1.373
22 H 1.016 -0.642 -1.824
23 H -1.484 0.596 2.284
24 H -0.509 -0.216 1.046
25 H -3.113 0.993 0.427
26 H -1.528 0.042 -1.384
27 H -3.267 -0.348 -1.389
28 H -2.207 -2.487 -1.552
29 H -1.020 -2.112 -0.283

Computed properties:
Frontier orbital gap: 8.93 eV
Net charge: +1
Structure (SMILES): OCC[NH2+]CCSc1ccc(Cl)cc1
Total energy: -37502.3173 eV
Energy relative to the best compared isomer or geometry (same formula, charge and spin): 0.0 kcal per mole

***

Record 6
The following is a quantum chemistry calculation of an isolated ion of composition C10H15IN4 and charge +2, from the OMol25 dataset.

CARTESIAN COORDINATES (ANGSTROEM)
1 C 2.061 -3.513 0.180
2 C 2.511 -2.393 -0.451
3 C 0.263 -2.360 1.048
4 C 0.627 -1.231 0.413
5 C 0.143 0.345 0.200
6 C 2.143 0.019 -0.784
7 C -1.480 2.231 0.209
8 C -1.441 0.550 2.085
9 C -2.148 -0.130 -0.248
10 C -1.196 0.771 0.580
11 N 1.020 -3.491 0.986
12 N 1.106 0.880 -0.413
13 N 1.795 -1.295 -0.297
14 N 2.469 0.214 -2.179
15 I 4.140 0.676 0.239
16 H 2.579 -4.573 0.275
17 H 3.513 -2.336 -1.025
18 H -0.614 -2.470 1.753
19 H -1.639 2.357 -0.833
20 H -2.415 2.434 0.799
21 H -0.801 3.009 0.421
22 H -2.010 1.264 2.712
23 H -0.552 0.573 2.669
24 H -1.737 -0.488 2.074
25 H -3.121 0.112 0.271
26 H -1.899 -1.236 0.011
27 H -2.227 0.055 -1.309
28 H 1.961 -0.522 -2.768
29 H 3.412 0.130 -2.527
30 H 2.279 1.213 -2.635

Computed properties:
Frontier orbital gap: 7.89 eV
Net charge: +2
Structure (SMILES): CC(C)(C)C1=N[C@@]([NH3+])(I)[n+]2ccncc21
Total energy: -24654.1870 eV
Energy relative to the best compared isomer or geometry (same formula, charge and spin): 10.9 kcal per mole

***

Record 7
The following is a quantum chemistry calculation of one molecule with the formula C10H15N3, from the OMol25 dataset.

CARTESIAN COORDINATES (ANGSTROEM)
1 C 1.712 -0.031 -2.579
2 C 1.147 -1.418 -2.387
3 C 0.233 -1.623 -1.335
4 C -0.398 -0.485 -0.704
5 C 0.098 0.738 -0.949
6 C 1.158 1.006 -1.907
7 C -0.815 -1.317 1.540
8 C -0.823 -0.503 2.827
9 C -1.253 1.485 1.802
10 C -1.935 0.751 0.806
11 H 3.149 1.086 -3.289
12 H 3.423 -0.757 -3.507
13 H 1.807 -2.209 -2.868
14 H -0.088 -2.671 -0.987
15 H -0.199 1.701 -0.455
16 H 1.339 2.069 -2.079
17 H -1.258 -2.331 1.714
18 H 0.285 -1.557 1.156
19 H -1.880 -0.418 3.159
20 H -0.156 -0.945 3.593
21 H 0.667 0.655 2.241
22 H -0.640 2.333 1.296
23 H -1.812 2.077 2.483
24 H -1.927 1.362 -0.225
25 H -2.950 0.537 1.152
26 N 2.773 0.135 -3.522
27 N -1.283 -0.483 0.389
28 N -0.373 0.814 2.634

Computed properties:
Frontier orbital gap: 8.21 eV
Structure (SMILES): Nc1ccc(N2CCNCC2)cc1
Total energy: -15080.1532 eV
Energy relative to the best compared isomer or geometry (same formula, charge and spin): 86.7 kcal per mole

***

Record 8
The following is a quantum chemistry calculation of an isolated ion of composition C10H15N4S and charge +1, from the OMol25 dataset.

CARTESIAN COORDINATES (ANGSTROEM)
1 C -1.752 -0.567 0.724
2 C -2.531 -1.685 0.784
3 C 0.020 -1.856 -0.039
4 C -0.881 -2.988 -0.069
5 C 2.218 -1.204 -0.014
6 C 0.502 0.525 0.570
7 C -0.444 -4.330 -0.651
8 C 0.370 1.379 1.815
9 C 0.730 2.658 -0.635
10 C 0.371 0.474 -1.949
11 N -0.399 -0.655 0.462
12 N -2.102 -2.893 0.407
13 N 0.277 1.269 -0.593
14 N 1.876 -0.081 0.584
15 S 3.317 -2.301 -0.310
16 H -2.209 0.465 0.895
17 H -3.543 -1.502 1.166
18 H 0.452 -4.019 -1.177
19 H -0.117 -5.169 0.000
20 H -1.159 -4.683 -1.415
21 H 0.234 0.781 2.650
22 H -0.546 1.931 1.752
23 H 1.329 1.948 1.994
24 H 1.621 2.651 -0.123
25 H 0.886 2.852 -1.738
26 H -0.091 3.358 -0.172
27 H 1.212 -0.242 -1.819
28 H -0.572 0.123 -2.258
29 H 0.719 1.240 -2.634
30 H 2.632 0.427 0.975

Computed properties:
Frontier orbital gap: 8.16 eV
Net charge: +1
Total energy: -27398.2423 eV
Energy relative to the best compared isomer or geometry (same formula, charge and spin): 36.5 kcal per mole